# 1
151
Properties=species:S:1:pos:R:3:forces:R:3 method="wB97M-V/def2-TZVPD" homo_ev="-9.1 / -9.6" gap_ev="7.5 / 6.4" de_lowest_ev=0.000 spin_multiplicity=2 energy_ha=-5611.79604 charge=+1
Ge -0.090 0.034 2.476 0.3907 0.1550 0.2875
P -1.273 -2.020 0.107 -0.0897 0.0246 -0.0383
P 2.370 0.076 0.073 0.0289 -0.0476 0.1273
P -0.709 2.292 0.006 -0.0032 0.0045 -0.0404
N -0.330 0.226 4.599 0.0081 0.0428 -0.0324
N 0.052 1.995 2.655 -0.3899 -0.0646 -0.2008
N 1.729 -0.270 2.786 0.0349 -0.1514 -0.1436
N -0.764 -1.724 2.875 -0.5533 0.1683 0.1024
N -0.047 -0.001 -2.618 0.2098 -0.0545 -0.0643
C 0.772 0.743 -4.883 0.0508 0.0022 0.0610
C -0.413 2.534 3.833 0.1176 0.0083 -0.0038
C 1.020 -0.165 -3.654 -0.0518 0.0833 -0.0587
C -1.306 -0.798 5.003 -0.0122 -0.0260 0.0088
C 3.595 -0.588 5.982 0.0186 0.0077 -0.0158
C -2.783 -1.919 6.543 -0.0087 -0.0424 -0.0173
C 4.250 -1.970 -0.757 -0.0066 0.0127 0.0367
C -3.118 -0.821 -4.658 0.0049 0.0177 0.0052
C -2.479 2.502 0.575 -0.0032 -0.0554 -0.0073
C -1.026 -2.683 1.822 0.2713 -0.1566 0.0930
C -0.623 1.639 4.898 -0.0432 -0.0312 0.0739
C 3.319 2.629 -0.614 -0.0292 0.0075 0.0168
C 2.828 -1.710 -0.258 0.0201 0.0947 -0.0377
C 2.354 0.317 -3.073 -0.2056 -0.0751 -0.1336
C 3.351 -0.488 4.624 -0.0286 -0.0320 0.0060
C 0.261 2.817 1.488 0.0562 0.0302 -0.0041
C 1.279 -1.635 -4.055 0.0536 0.0350 0.0151
C -3.737 0.547 -2.786 -0.0695 -0.0763 0.0054
C -1.038 -3.624 -0.811 0.0104 -0.0100 -0.0491
C -0.082 3.336 -2.576 -0.0236 0.0187 0.0224
C -2.413 0.529 -2.369 0.0590 -0.0052 0.0744
C -1.801 -0.826 -4.210 0.0057 0.0771 0.0217
C -3.143 -1.755 0.045 0.0059 0.0631 -0.0442
C -1.385 -0.113 -3.072 -0.0011 -0.0495 -0.0169
C -2.989 1.487 1.600 0.0156 -0.0165 -0.0375
C -2.784 3.913 1.086 -0.0006 -0.0149 0.0101
C 5.073 1.098 0.268 -0.0201 0.0325 0.0130
C -1.159 3.473 6.374 0.0058 0.0074 0.0068
C 3.514 0.226 -4.073 -0.0310 -0.0182 -0.0352
C 3.696 -1.229 -4.510 -0.0185 -0.0281 0.0150
C -2.204 -2.962 4.459 0.0361 0.0466 -0.0768
C -0.998 4.357 5.323 -0.0012 -0.0152 -0.0039
C 1.275 -0.261 6.439 0.0230 -0.0144 0.0284
C 3.208 1.082 -5.301 -0.0157 -0.0083 -0.0026
C 2.051 -0.294 4.139 -0.0202 0.0278 0.0533
C -4.084 -0.116 -3.955 0.0129 -0.0431 0.0279
C 2.383 -1.730 -5.115 0.0257 0.0341 0.0005
C -3.923 -2.128 1.305 0.0047 0.0473 -0.0001
C 2.559 -0.495 6.899 -0.0233 -0.0003 -0.0054
C 3.765 1.170 -0.527 0.1234 -0.0184 -0.0353
C -1.438 -1.851 4.082 0.1027 -0.0746 -0.1029
C -2.869 -2.990 5.672 -0.0030 0.0344 0.0177
C 2.706 0.266 1.885 0.0275 0.1362 -0.0254
C 0.442 -3.912 -1.061 -0.0957 -0.1059 -0.0119
C -0.610 3.730 -1.199 -0.0230 0.0029 0.0028
C 1.894 0.596 -5.914 0.0036 -0.0175 -0.0043
C -1.696 -4.851 -0.173 0.0253 0.0050 -0.0167
C 2.018 -0.873 -6.330 -0.0016 -0.0009 0.0030
C -3.470 -1.575 -5.913 -0.0002 0.0093 -0.0007
C -4.795 1.256 -1.982 -0.0016 0.0035 0.0202
C -1.984 -0.836 6.208 -0.0121 0.0388 0.0038
C 1.030 -0.134 5.084 0.0065 -0.0141 -0.0321
C -3.801 -2.378 -1.187 -0.0023 0.0319 -0.0391
C 0.111 4.968 -0.663 0.0045 -0.0155 -0.0137
C -0.948 2.121 6.155 0.0442 0.0104 0.0301
C -0.618 3.900 4.074 0.0324 0.0289 -0.0131
C 2.528 -2.610 0.943 0.1164 0.0644 0.0677
Be 0.252 0.407 -1.094 -0.1537 -0.1258 0.3287
H 0.959 -4.167 -0.133 -0.2195 -0.0244 -0.2182
H 2.654 -3.651 0.638 0.1123 0.0946 0.0751
H 5.846 1.622 -0.296 0.0057 0.0122 0.0089
H 3.121 2.136 -5.020 -0.0037 0.0068 0.0000
H -1.922 -3.258 2.031 -0.0077 -0.0733 0.0955
H -5.113 -0.112 -4.297 0.0021 0.0009 -0.0044
H -2.162 1.022 -1.445 -0.0352 0.0301 -0.0186
H 1.650 1.203 -6.788 0.0073 0.0049 0.0039
H -4.824 -2.003 -1.268 0.0061 0.0195 -0.0158
H 4.986 1.598 1.233 0.0056 -0.0121 0.0081
H 3.272 3.086 0.376 -0.0201 0.0103 0.0234
H -0.681 2.543 -3.023 0.0232 0.0162 0.0320
H -4.736 0.999 -0.920 0.0033 -0.0067 -0.0259
H 3.974 -1.856 -3.656 -0.0121 0.0080 -0.0408
H -1.140 5.419 5.477 0.0026 0.0010 -0.0002
H 1.073 -1.218 -6.763 0.0061 0.0058 0.0009
H -0.435 4.628 3.298 -0.0104 0.0030 0.0109
H -3.123 -2.608 -5.862 0.0012 0.0023 0.0023
H -1.106 -1.387 -4.805 0.0699 0.0370 -0.0542
H 2.747 -0.593 7.959 0.0047 0.0037 0.0000
H 4.609 -0.751 6.325 -0.0015 -0.0014 0.0004
H -3.000 -1.115 -6.785 -0.0062 -0.0031 0.0022
H -4.959 -1.798 1.192 0.0114 0.0040 -0.0065
H 4.043 3.202 -1.196 0.0047 0.0018 -0.0015
H -4.545 -1.585 -6.081 0.0007 -0.0032 0.0023
H 2.783 -0.981 -7.104 0.0014 -0.0031 0.0008
H 0.463 -0.176 7.147 -0.0130 -0.0075 -0.0155
H 4.179 -0.584 3.936 -0.0068 -0.0096 -0.0176
H -2.570 4.699 0.365 0.0202 -0.0025 -0.0039
H -3.230 -0.675 -0.081 -0.0161 -0.0440 -0.0520
H 2.345 2.741 -1.093 0.0113 0.0280 0.0372
H -4.082 1.500 1.603 0.0048 0.0074 0.0058
H 1.599 -2.170 -3.156 0.0067 -0.0032 -0.0442
H -0.356 5.376 0.233 0.0056 -0.0027 -0.0003
H 0.011 3.857 1.675 -0.0134 -0.0060 0.0123
H 5.426 0.085 0.437 0.0020 -0.0201 -0.0091
H -3.304 -1.927 7.489 -0.0092 -0.0024 -0.0057
H -3.950 -3.207 1.469 -0.0072 -0.0112 -0.0143
H 1.160 4.764 -0.439 0.0124 -0.0076 0.0002
H -2.250 4.126 2.012 -0.0064 -0.0111 0.0080
H 3.665 -0.245 2.004 0.0321 0.0256 0.0143
H 0.387 -2.147 -4.403 0.0493 -0.0037 -0.0052
H 1.517 -2.480 1.327 0.1380 0.0206 -0.0308
H -2.661 1.745 2.608 0.0139 0.0072 0.0164
H -1.146 -5.173 0.714 -0.0054 -0.0007 -0.0062
H -2.268 -3.828 3.818 0.0006 -0.0182 -0.0573
H 4.429 0.584 -3.587 0.0220 0.0055 -0.0261
H -1.915 -0.035 6.921 -0.0060 0.0192 -0.0249
H -3.526 -1.664 2.209 0.0049 0.0168 0.0111
H 2.244 1.350 -2.719 -0.0103 -0.1227 -0.0477
H 3.972 0.829 -1.541 0.0683 0.0467 0.2533
H -4.706 2.342 -2.068 0.0091 0.0000 0.0137
H -3.455 -3.861 5.934 0.0050 -0.0019 0.0015
H 1.313 2.809 1.195 0.0992 0.0396 -0.0313
H 4.026 1.003 -6.023 -0.0004 0.0048 0.0027
H -2.674 0.469 1.382 0.0220 -0.0009 0.0234
H -5.790 0.984 -2.331 -0.0041 0.0109 -0.0008
H 0.736 1.777 -4.527 -0.0003 -0.0614 -0.0546
H -0.997 1.468 7.008 0.0101 -0.0141 -0.0051
H 0.955 2.999 -2.548 -0.0318 0.0308 0.0184
H 4.564 -1.293 -1.551 0.0055 -0.0070 0.0294
H 2.137 -1.996 -1.055 0.2634 0.2345 0.1649
H 0.945 -3.059 -1.516 -0.2891 -0.2798 -0.0004
H -3.862 -3.463 -1.115 0.0070 -0.0134 0.0037
H 0.088 5.749 -1.425 0.0020 0.0004 -0.0011
H -2.732 -4.687 0.116 -0.0132 0.0138 0.0060
H -1.506 -3.434 -1.780 -0.0147 0.0139 -0.0288
H 2.493 -2.773 -5.420 0.0045 0.0017 0.0051
H -1.416 3.823 7.363 -0.0016 0.0035 -0.0011
H -1.677 -5.684 -0.880 -0.0034 0.0036 0.0015
H 3.216 -2.423 1.768 0.0039 0.0438 0.0086
H 2.597 -0.323 -2.225 -0.0908 -0.0259 -0.1807
H -3.850 3.968 1.317 -0.0008 0.0114 -0.0092
H -0.121 4.206 -3.235 -0.0104 0.0047 -0.0153
H -1.662 3.988 -1.345 -0.0036 0.0214 0.0143
H 4.507 -1.298 -5.240 -0.0010 -0.0018 0.0010
H -0.181 0.548 -5.362 -0.1439 -0.1103 -0.0118
H 4.972 -1.913 0.056 0.0136 0.0072 0.0000
H 0.547 -4.763 -1.737 -0.0211 -0.0172 -0.0142
H -0.203 -3.404 1.763 -0.0744 -0.0096 -0.0181
H 2.907 1.334 2.068 -0.0364 0.0123 -0.0040
H -3.286 -2.120 -2.111 0.0170 0.0246 -0.0407
H -3.042 2.360 -0.350 0.0152 0.0302 0.0329
H 4.298 -2.986 -1.154 -0.0004 -0.0132 -0.0100

---

# 2
81
Properties=species:S:1:pos:R:3:forces:R:3 method="wB97M-V/def2-TZVPD" homo_ev="-10.4 / -11.2" gap_ev="7.5 / 7.9" de_lowest_ev=0.512 spin_multiplicity=3 energy_ha=-3472.89804 charge=+1
W -0.437 0.536 -0.551 -0.4306 1.2934 -0.1460
S -1.884 -0.584 -2.182 -0.1199 -0.1975 -0.3042
P -0.359 -2.381 1.927 -0.1235 -0.2247 0.1703
F -4.673 -0.360 -3.720 -0.0236 -0.0260 0.0130
F -4.796 1.240 -5.169 -0.0160 0.0065 -0.0212
F -3.041 -0.019 -5.095 0.0336 -0.0091 -0.0216
O 0.484 0.821 -2.310 0.1276 -0.0765 0.2512
O 0.955 -0.896 -0.236 0.0961 -0.5954 0.0452
O 4.158 -3.457 -4.934 0.0039 0.0427 0.0028
O 2.419 -2.487 -0.636 -0.0557 -0.0417 -0.0367
O 1.052 1.281 3.263 0.0709 -0.0567 -0.0007
O -1.530 2.425 3.118 -0.0518 0.0294 0.0394
O 3.686 -2.247 -6.655 0.0153 0.0258 0.0334
O -0.274 1.908 -4.504 -0.0668 -0.1173 -0.0497
O 0.897 1.520 -6.261 -0.0358 -0.0926 0.0528
N -0.365 1.360 1.434 0.0702 -0.3239 -0.1264
N 0.577 1.289 -5.113 0.1460 0.2837 -0.0118
N -2.461 0.082 0.686 0.0341 -0.1671 -0.1748
N 3.606 -2.521 -5.477 -0.0385 -0.0853 -0.0406
N 0.828 -4.930 1.762 -0.0154 -0.0457 -0.0212
N -1.887 1.896 -1.496 0.0202 -0.1997 -0.0085
N 1.557 1.778 -0.163 -0.0050 -0.1369 -0.0031
N -0.267 -4.415 3.869 0.0138 0.0741 -0.0300
N 1.853 -3.363 3.315 -0.0687 0.0204 0.0804
C 2.447 2.177 -1.073 -0.0538 0.0847 -0.0787
C -1.121 -3.337 3.336 0.1421 -0.0031 0.0886
C -0.030 -5.442 2.916 -0.0481 0.0365 0.0411
C -1.484 1.668 2.182 0.1421 0.0533 0.0015
C 1.308 -2.140 2.715 -0.0076 0.0289 -0.0510
C -3.337 1.540 -3.352 0.0111 0.0250 0.0076
C 4.160 2.405 0.579 -0.0068 0.0097 -0.0755
C -3.466 -0.749 0.373 0.0545 -0.0498 -0.0032
C 3.749 2.513 -0.741 0.0268 0.0007 0.0787
C 1.300 0.201 -4.426 -0.0373 -0.1051 0.0685
C 0.113 -3.894 0.945 0.0106 0.1647 -0.0319
C 1.749 -1.551 -1.050 0.2080 0.2015 0.2437
C 0.857 1.430 2.082 -0.0249 0.0642 0.0121
C -4.687 -0.737 1.021 -0.0349 0.0413 0.0701
C -3.615 2.893 -3.375 -0.0051 -0.0480 -0.0166
C 2.636 -1.935 -3.296 0.0134 -0.0872 0.0604
C 2.130 -4.357 2.344 0.1078 -0.0191 0.0103
C -3.868 1.009 2.397 0.0326 0.0691 0.0829
C 1.006 -3.899 4.377 -0.0145 0.0210 -0.0521
C 3.233 2.011 1.529 -0.0017 0.0179 0.1066
C 2.093 -0.601 -5.218 0.0063 -0.0188 -0.1042
C -3.962 0.597 -4.345 -0.0147 0.0153 0.0176
C -2.671 0.910 1.713 -0.1335 0.0166 0.0506
C -2.448 1.058 -2.393 0.0785 0.0551 0.1093
C -4.910 0.178 2.038 -0.0154 -0.0727 -0.0636
C 2.760 -1.660 -4.638 -0.0285 0.0797 0.0132
C 1.949 1.730 1.114 0.0631 0.0660 -0.0308
C -2.157 3.204 -1.523 0.0676 0.0150 0.0785
C 1.841 -1.138 -2.485 -0.0444 -0.0485 -0.0901
C -3.020 3.742 -2.449 -0.0200 0.0614 -0.0158
C 1.169 -0.020 -3.032 -0.0107 0.0063 -0.1142
H -0.962 -5.810 2.488 0.0050 -0.0021 -0.0234
H -5.864 0.224 2.548 0.0049 0.0064 -0.0011
H 5.177 2.641 0.861 -0.0057 0.0033 0.0006
H 2.095 2.240 -2.091 0.0150 -0.0074 -0.0064
H 2.180 -0.405 -6.276 -0.0048 0.0113 -0.0075
H 4.425 2.848 -1.514 -0.0145 -0.0042 -0.0136
H 1.237 -1.355 3.471 -0.0002 -0.0248 0.0308
H -1.658 3.810 -0.777 -0.0054 0.0154 -0.0022
H -3.222 4.802 -2.456 0.0112 -0.0012 0.0157
H 0.807 -3.115 5.105 0.0004 0.0053 -0.0069
H -5.454 -1.436 0.717 0.0238 -0.0102 -0.0183
H 2.692 -3.949 1.504 -0.0064 0.0000 -0.0163
H 1.538 -4.712 4.876 -0.0059 -0.0062 -0.0051
H 1.071 -5.716 1.158 0.0003 0.0011 -0.0168
H -3.288 -1.438 -0.435 -0.0157 -0.0141 -0.0077
H 1.994 -1.793 1.941 -0.0240 0.0411 -0.0015
H -0.768 -4.356 0.499 -0.0160 -0.0372 0.0442
H -2.075 -3.762 3.017 0.0062 -0.0134 -0.0057
H 3.155 -2.777 -2.863 0.0007 0.0049 0.0013
H -3.935 1.725 3.205 0.0146 0.0013 -0.0108
H 0.805 -3.588 0.161 -0.0412 -0.0126 -0.0503
H 2.651 -5.204 2.791 0.0087 -0.0112 -0.0017
H 3.466 1.936 2.582 -0.0023 -0.0040 -0.0093
H -4.292 3.285 -4.121 0.0030 0.0011 0.0040
H 0.524 -6.266 3.367 0.0095 0.0019 -0.0010
H -1.342 -2.644 4.150 -0.0045 -0.0060 0.0032

---

- Look up the charge of the second one.
  +1

---

- What is the charge in the second record?
  +1